1.
Entry from OMol25: C43H52FN2O16PS as an isolated structure (the ωB97M-V functional and the def2-TZVPD basis).

Geometry as XYZ:
```
116
Properties=species:S:1:pos:R:3:forces:R:3
O 2.9524 4.8271 5.5733 -0.35 0.17 0.01
C 0.7277 0.7905 -3.0262 1.00 -1.65 1.00
O 1.4790 -7.3292 -4.5384 -0.26 0.64 -0.77
H 5.2351 -3.8302 -2.6968 0.06 0.63 0.45
C 0.6174 -7.1614 -5.5651 0.22 -0.57 0.78
H 10.4462 -1.0434 3.2097 -0.03 0.00 -0.01
O 6.2938 -2.4715 2.4007 0.22 0.02 -0.05
H 3.5409 -0.0264 1.5329 0.15 -0.33 -1.13
H -7.8445 7.3823 1.7755 -0.12 -0.99 -0.72
H -8.5830 5.8010 -0.6742 -0.51 0.33 0.84
C 8.4736 -1.6507 2.7189 0.49 0.85 -0.84
C -0.4351 -7.9673 -5.7307 -0.24 -0.05 -0.15
C 2.2618 -1.8723 -2.5981 -1.70 3.05 -2.17
O 4.3532 -1.3588 -5.6551 -0.92 -0.85 0.14
H -11.0195 6.9895 0.6022 1.09 0.75 -0.32
O 8.3611 -0.8552 1.6367 -0.37 -1.12 0.75
H -4.4550 4.1016 2.4573 -1.19 -0.18 -0.46
C 7.4325 -3.4022 4.2333 -0.15 0.14 -0.23
C 0.1527 2.3462 3.9591 -0.51 0.46 0.08
H -10.0889 7.6279 -0.8344 -0.04 -0.01 1.20
H -0.4842 -1.0394 0.0172 -0.27 1.01 0.32
C -4.4968 0.9971 1.1546 1.21 -0.94 1.74
C -2.6058 -0.5534 0.3636 0.15 0.56 1.42
H -5.2092 0.3762 0.5300 0.57 1.07 0.60
H 4.1374 -3.3752 -5.5040 -0.63 0.86 -0.10
H -9.6174 5.1608 0.6611 0.75 0.91 -0.27
N 0.5666 0.3258 -5.3727 0.30 0.82 3.13
H 1.0426 0.2901 3.3493 0.09 -0.05 0.03
C 1.1992 0.3498 -1.6494 0.95 -0.85 -0.39
H -9.6068 8.1839 0.8656 -0.56 -0.89 -0.69
O 8.6935 -4.2230 6.0286 0.43 0.64 -0.50
C 1.5727 1.9082 4.1133 0.73 -0.64 -0.09
F 5.9988 -0.1260 0.8673 -0.91 -0.80 -0.77
H 5.2233 -0.8655 -0.9292 0.22 -0.20 1.33
N 0.0428 1.9528 -3.3254 1.57 -3.30 -2.07
H -3.9461 1.7650 0.5294 -0.90 -0.71 0.54
H -5.8228 0.8594 2.9115 0.80 0.73 -0.41
O 3.0255 -4.5564 -3.5643 -0.30 2.08 0.95
C -9.9995 7.3286 0.2485 0.07 -1.14 -0.56
C -3.3567 -0.0040 1.6793 -0.48 1.06 -1.59
H -3.0191 -0.0314 -0.5510 0.33 -0.73 0.95
C -6.2061 2.7863 1.8352 1.49 -0.80 0.76
O -2.3302 -8.4702 -7.0323 0.03 0.26 -0.29
H -7.1691 2.6529 2.3943 0.81 0.62 -0.55
C -0.7342 1.2141 -0.1950 0.43 -0.31 0.64
H -4.4815 2.0739 3.1587 -0.56 -0.38 -0.82
H -8.3687 4.4150 2.2294 0.81 0.71 0.60
C 2.1393 4.0573 5.0975 0.60 -0.40 -0.02
C 0.8326 1.3363 -0.4726 -0.67 -0.02 -0.74
C -1.0630 -0.1935 0.4782 -0.68 0.16 -0.51
H 1.0348 2.4155 -0.7572 -0.05 -1.33 0.00
C 0.7132 4.4850 4.9680 -0.76 0.67 0.12
H 2.5427 -2.2746 0.2695 0.10 1.02 -0.43
H 1.6497 -3.2877 -5.0990 0.69 0.91 -0.51
O 1.8539 -5.3093 -6.3083 -0.03 -0.25 0.32
O 0.4007 5.7173 5.4137 0.72 -0.65 -0.12
O 1.8788 0.6631 3.6904 -0.70 0.64 0.03
C -1.3529 -7.7689 -6.8529 0.04 -0.48 0.56
C 3.6148 -0.2527 0.4235 0.17 -0.22 1.03
C 8.5539 -3.4138 4.9584 -0.46 -0.69 0.55
H -2.6675 0.6299 2.3101 -0.59 -0.90 -0.61
H -5.8147 5.9518 3.4403 -0.74 -0.87 -0.61
H -3.7927 -0.8256 2.3065 0.40 0.73 -0.58
H 1.2374 6.0934 5.7497 -0.10 0.04 -0.01
C 1.8176 -1.4463 -3.9425 0.15 0.02 0.80
H -1.0069 2.0541 0.5141 0.15 -0.96 -0.64
C 9.7103 -2.5308 4.6217 0.43 0.57 -0.43
O 10.7072 -2.5605 5.3219 -0.23 -0.29 0.18
O 2.6891 -4.1849 -1.0709 0.44 1.50 -1.44
H 2.1501 -6.6268 -4.6391 0.12 -0.21 0.06
H -6.3978 2.5484 0.7502 0.13 0.38 1.10
H 2.0547 -4.6658 -3.6696 0.69 -0.20 0.02
H -0.7979 -0.0841 1.5644 -0.10 -0.42 -0.98
C -7.8120 6.3395 1.3390 -0.10 -0.33 0.49
H 0.2116 -5.0427 -8.3257 -0.02 -0.02 0.00
H 3.5177 0.7471 -0.0947 0.30 -1.20 0.38
H 1.5216 -0.8563 0.6934 1.02 -0.53 -0.74
C 0.8928 -6.0345 -6.5074 -0.18 0.32 -0.65
C -7.8253 5.3366 2.5876 0.46 0.36 -0.69
H 9.5876 -4.0412 6.3775 -0.07 -0.04 0.02
H 1.4242 1.1479 0.4599 -0.66 0.06 -0.88
C -5.5066 4.1947 2.0457 -0.68 0.44 0.03
H 7.4620 -1.0043 1.2606 0.27 0.40 0.17
O -1.9037 -6.5096 -8.8493 0.21 -0.52 0.83
C 2.0931 -2.2732 -5.2710 -0.11 0.10 1.13
P 3.1557 -3.4575 -2.2953 0.53 -1.57 1.85
H 1.5427 -1.8316 -6.1522 0.83 -0.19 1.02
H -8.4346 5.7509 3.4416 0.58 -0.27 -0.93
C 1.9408 -0.9059 -1.4433 -1.14 1.19 -0.71
H 5.0194 -1.9830 0.5446 0.32 1.20 -0.18
C -9.0156 6.0566 0.3290 0.06 0.92 0.60
C -0.0094 -5.8507 -7.6417 0.33 0.11 0.23
H -1.3389 1.3888 -1.1324 0.82 -0.33 0.87
H -1.2453 3.9785 4.3316 0.02 0.01 0.00
H 6.5882 -4.0358 4.4687 0.02 0.02 0.00
C 2.3885 -1.1871 0.0459 -0.45 0.82 -0.47
H -2.5753 -7.2115 -8.7442 0.00 0.08 -0.08
O -0.6533 1.5868 3.4516 0.31 -0.18 0.00
H -6.4504 4.3733 4.0210 0.14 0.62 -0.94
C 9.5946 -1.6642 3.4514 0.12 -0.21 0.37
C -5.1992 1.6555 2.4048 -1.50 -0.25 -1.56
C -1.0609 -6.6592 -7.8103 -0.22 0.56 -0.86
H -0.6467 -8.7847 -5.0550 0.01 0.03 -0.01
S -0.1371 1.7950 -4.9996 0.55 -1.10 0.82
H -2.8258 -1.6518 0.3004 0.54 0.94 -0.20
H -6.8360 6.2808 0.7683 -1.03 -0.12 0.79
C 1.0502 -0.1582 -4.1590 -0.39 0.96 0.64
C -0.2107 3.6804 4.4332 -0.07 -0.32 -0.16
C 3.6609 -2.3413 -5.5113 -0.09 0.00 -0.11
O 4.7934 -3.0830 -2.2327 -2.30 -1.27 -1.34
C 2.4974 2.7127 4.6444 0.07 0.26 0.11
H -5.3807 4.7332 1.0555 -0.34 -0.46 1.17
H 3.5288 2.4083 4.7594 -0.02 0.00 -0.02
C -6.3627 5.0203 3.0932 -0.07 -0.36 0.21
C 5.0171 -0.9217 0.1823 -1.43 0.71 -0.95
C 7.3046 -2.5176 3.0742 -0.27 -0.42 0.34
```
Positions in Å, forces in eV/Å.

For the HOMO-LUMO gap, the calculation gives 6.836 eV. The value obtained for the LUMO energy is -2.00 eV.

Atomic partial charges in e from the Löwdin method, atoms 1 to 6:
1. O 0.117
2. C -0.284
3. O 0.106
4. H 0.089
5. C -0.222
6. H 0.135

---

2.
Entry from OMol25: C43H53BN4O5P2STi as an isolated structure (the ωB97M-V functional and the def2-TZVPD basis).

Geometry as XYZ:
```
110
Properties=species:S:1:pos:R:3:forces:R:3
P -0.4562 2.2663 -1.5171 0.07 -0.09 -0.24
C -3.5868 3.1103 2.2367 0.05 -0.01 0.03
C -1.9863 -3.9411 1.2150 0.02 -0.04 -0.03
C -2.8269 2.1455 1.6490 0.02 0.03 0.03
H 5.2765 1.5443 -3.9432 0.00 0.00 0.00
C 2.3100 -0.6265 -2.2822 -0.03 0.05 -0.03
N 0.0935 -0.6563 -1.2640 0.20 0.04 0.00
C 5.7487 1.7163 0.2558 0.05 0.03 -0.01
C 3.5116 -4.1512 2.9188 0.04 -0.05 0.06
C -3.0151 -4.9672 0.7354 0.00 0.05 0.00
C -1.9446 -3.5962 -3.5574 0.05 0.06 -0.02
C 3.9624 -5.4071 0.4755 -0.05 0.07 0.00
H -5.0707 -0.8464 1.5758 0.00 -0.02 -0.01
H 3.3337 -3.6449 3.8560 -0.01 0.00 -0.01
H 4.8244 -5.6180 3.7417 0.00 0.00 0.00
C 2.9028 -3.6958 1.7571 -0.28 0.36 -0.10
C 4.5479 2.2005 -3.4644 0.01 0.02 0.01
C -0.0599 4.0778 -1.7323 -0.01 0.00 0.08
H -3.3497 2.4069 -1.6008 -0.01 -0.01 0.01
H -2.2758 -3.6286 2.2250 0.00 0.01 0.01
H 2.3616 -1.6911 -2.0885 0.02 -0.01 0.01
C 4.3867 1.6093 0.4154 -0.06 -0.03 0.02
H -1.2758 2.8488 -4.7126 0.00 0.06 0.00
H -2.8518 -4.1300 -1.7189 -0.05 -0.05 0.04
H -3.5658 -0.8980 -1.7694 0.00 0.01 -0.01
C -1.8390 3.3825 3.8466 0.01 0.01 0.04
C -0.6076 -4.5946 1.3167 0.04 0.07 0.09
H -3.1685 -5.7194 1.5148 0.02 0.01 0.00
H -0.1801 -4.7642 0.3255 0.00 0.00 0.01
H -3.0375 -4.2138 -5.3137 0.00 0.00 0.01
H 4.3092 -0.4865 -3.0354 -0.01 -0.01 0.00
H -1.9373 1.2306 -4.9253 0.01 0.01 0.01
H -0.2460 1.4375 -4.4606 -0.01 0.00 0.00
H -0.8380 4.5024 0.2513 -0.01 0.00 0.05
C 6.2648 2.9928 0.0033 -0.02 -0.04 0.01
H 0.3023 5.7294 -3.0848 0.00 -0.02 0.01
C -1.0320 2.3689 3.2389 0.05 0.06 0.11
C -1.4384 -2.5603 -1.3980 0.06 0.12 0.02
H -2.7822 0.1289 -0.5865 0.03 0.06 0.03
C -1.0542 -2.6929 -4.1419 -0.03 -0.05 -0.03
H -2.9577 3.5353 -2.8968 0.00 0.00 -0.01
C -2.1226 -3.4843 -2.1895 0.01 0.04 0.00
C 4.3446 -5.2538 2.8424 -0.01 0.01 -0.04
O -0.9604 0.8593 1.4496 0.04 -0.52 -0.06
H 5.8581 5.0753 -0.2776 0.00 0.00 0.00
S 0.4778 1.9344 3.7963 -0.05 0.07 -0.01
H -1.4030 3.8588 4.7126 0.00 0.00 0.00
H 0.2765 -1.0575 -3.9172 0.01 0.00 0.01
C -3.0641 3.7467 3.3790 0.00 -0.01 -0.03
H 5.0406 2.6842 -2.6155 -0.01 -0.01 -0.02
C 3.3940 0.0507 -2.8084 0.00 0.01 0.02
C -0.9443 4.8757 -0.7669 -0.01 -0.01 -0.04
H -3.7911 2.0276 -3.2728 0.01 0.00 0.02
C 2.1607 2.0874 -2.6848 0.03 0.02 0.00
B 2.2625 0.9048 0.6864 -0.15 0.14 0.12
H -3.1250 1.6100 0.7679 0.00 -0.08 -0.12
C 3.5491 2.7173 0.3284 0.06 0.03 0.01
C 1.0524 1.4282 -2.1574 -0.13 0.01 0.12
H 2.6308 -3.9094 -0.3454 0.00 0.00 0.01
H -3.6263 4.5264 3.8787 0.01 -0.01 0.00
C -3.0189 2.4750 -2.6393 0.00 -0.03 0.00
O 2.2649 2.3284 0.5062 -0.04 -0.15 0.02
H -2.0011 4.8008 -1.0382 0.01 0.01 -0.01
H -4.5580 0.0295 -0.6338 0.01 -0.02 0.02
C -3.6301 -0.5414 -0.7410 -0.03 -0.01 -0.03
H -1.8031 0.7180 -2.6025 -0.04 -0.05 0.01
N -1.6170 1.7773 2.1362 0.20 0.21 -0.12
N 2.0239 -2.5727 1.7902 0.08 -0.19 -0.01
N 1.6592 -2.0480 2.9047 0.33 -0.19 -0.05
H -0.9002 -2.7186 -5.2174 0.00 0.00 0.01
Ti 0.3873 -0.4523 0.8778 -0.78 0.77 -0.72
H 6.3880 0.8450 0.3198 -0.01 0.01 0.00
O 0.8871 -1.0801 2.7078 -0.07 -0.18 0.90
H 2.1358 3.1622 -2.8208 -0.01 0.00 0.00
H -4.5478 3.3645 1.8145 0.01 0.00 0.00
H -4.1821 -2.1972 2.2854 0.01 0.02 0.00
H 0.9591 4.1270 -1.3326 0.01 0.01 -0.02
O 1.4904 -2.1239 0.6681 0.32 -0.22 -0.15
H -3.9880 -4.5295 0.5076 0.00 0.01 0.00
H -4.2184 -2.5133 -0.1613 -0.01 -0.03 0.03
C -1.2527 1.8337 -4.3195 0.02 -0.05 0.03
C -3.5902 -1.7136 0.2428 0.01 0.07 -0.02
H 3.3858 4.8333 0.0194 0.01 -0.01 0.00
H -3.5269 -5.0294 -3.8278 0.00 0.00 0.00
C 1.1394 0.0465 -1.9253 -0.05 -0.13 -0.08
C 4.5719 -5.8851 1.6247 0.05 -0.06 0.02
C -0.3760 -1.7501 -3.4036 0.02 0.03 0.09
H -2.0223 -5.4772 -4.6270 0.00 0.00 0.00
H -1.1032 4.7586 -3.5071 -0.02 0.00 -0.01
H -0.6815 -5.5595 1.8263 -0.01 0.00 -0.01
H -3.3997 -0.6255 2.1128 0.01 0.01 -0.01
H 4.1392 -5.8897 -0.4771 0.00 -0.01 0.00
C -0.5282 -1.6380 -1.9940 -0.08 -0.02 0.11
C -2.6693 -4.6320 -4.3739 -0.01 -0.01 0.00
H 5.2274 -6.7455 1.5746 -0.01 0.01 0.00
H 0.5128 4.1444 -3.8419 0.00 0.00 -0.03
C -4.0889 -1.3250 1.6340 -0.02 -0.01 0.01
O 3.6368 0.5006 0.6537 -0.17 -0.04 -0.02
C 5.4305 4.0994 -0.0827 -0.01 0.01 0.01
C -0.0830 4.7048 -3.1229 0.02 -0.01 -0.01
C 3.1201 -4.3045 0.5329 0.07 -0.12 -0.04
H -2.6584 -5.4927 -0.1503 0.00 0.00 -0.03
C 4.0465 3.9774 0.0803 -0.01 -0.01 -0.02
H -0.6724 5.9362 -0.7777 0.00 -0.02 -0.01
H 0.0841 -3.9703 1.8836 -0.08 -0.07 -0.07
H 4.2726 2.9810 -4.1768 0.00 0.00 0.00
P -1.8357 -2.2939 0.3548 0.21 -0.01 0.05
H 7.3326 3.1176 -0.1289 -0.01 0.00 0.00
C 3.3420 1.4282 -3.0012 0.00 -0.02 -0.01
C -1.6765 1.7754 -2.8518 0.06 0.07 -0.03
```
Positions in Å, forces in eV/Å.

As for the expectation value of S²: 0.76. For the HOMO-LUMO gap (spin up / spin down), the calculation gives 6.418 / 6.746 eV. The value obtained for the LUMO energy (spin up / spin down) is 2.45 / 2.44 eV. The charge is -1. The calculation puts the energy relative to the best compared isomer or geometry (same formula, charge and spin) at 488.44 kJ/mol. As for the spin multiplicity: 2.

Atomic partial charges in e from the Löwdin method, atoms 1 to 6:
1. P 1.151
2. C -0.083
3. C -0.535
4. C -0.058
5. H 0.072
6. C -0.029

---

Electronic energy readings, ordered: -104012.5473 -114856.7071 eV